Record 1
Here is 2 unconnected molecules or ions with the total composition C3H11NO in a non-equilibrium geometry from the Open Molecules 2025 dataset. Energies are from ωB97M-V/def2-TZVPD.

Structure (XYZ):
```
16
Properties=species:S:1:pos:R:3:forces:R:3
H -6.141710 1.526943 0.326429 -1.1 -0.4 0.2
H 1.298717 -2.246479 -0.393984 0.3 0.4 0.1
O -5.394165 1.000635 0.053587 0.4 0.9 0.1
H -0.397525 -0.014052 0.004034 -0.6 -0.1 0.4
C 1.055973 -1.436369 0.315274 -1.0 0.8 -0.8
C 2.008763 -0.205099 0.225983 0.4 -2.0 1.1
H 2.020272 0.212708 1.233458 0.2 0.1 0.1
H 2.994845 -0.666793 0.043684 -0.1 0.4 0.3
N -0.341581 -1.019280 0.030562 1.1 -0.6 -0.3
H 1.108809 -1.862924 1.320836 0.3 0.1 0.0
H -0.968524 -1.500362 0.649781 -0.5 0.5 0.1
H 1.742610 0.536065 -1.784264 -0.5 0.1 0.2
H 1.096832 1.662172 -0.515291 0.0 -0.1 -0.1
C 1.847289 0.912107 -0.758144 0.8 -0.3 -1.2
H 2.852201 1.350612 -0.803060 -0.4 0.6 0.2
H -4.782806 1.750116 0.051116 0.7 -0.5 -0.3
```
Positions in Å, forces in eV/Å.

As for the charge: 0. For the strongest force on any atom, the calculation gives 2.3 eV Å⁻¹. The LUMO energy comes out at 0.870 eV. The multiplicity is 1. For the HOMO energy, the calculation gives -0.3246 Eh. For the energy above the lowest of the compared OMol25 structures with the same formula, charge and spin, the calculation gives 22.0 kcal/mol.

Record 2
Here is C16H19FN2O2 in the gas phase in a non-equilibrium geometry from the Open Molecules 2025 dataset. Energies are from ωB97M-V/def2-TZVPD.

Structure (XYZ):
```
40
Properties=species:S:1:pos:R:3:forces:R:3
N 1.218007 -0.842245 -5.079182 2.4 0.2 -2.2
H 2.364312 4.039224 3.220260 -0.3 -0.4 0.3
C -0.825962 -1.232927 2.692645 0.4 0.9 0.3
C -0.645603 -0.533432 1.350805 2.6 1.3 -0.3
H 0.824657 -3.536883 -1.289325 0.1 -0.1 0.3
H 1.121343 3.107031 4.181631 0.1 0.6 -0.9
C -0.136647 -1.493792 -1.189798 2.4 -0.1 -1.2
F 1.810012 -3.721586 -3.509256 -0.5 2.2 -0.7
C 1.150601 -2.534287 -3.152302 -0.6 -1.6 3.3
H -1.612337 1.434861 0.790720 0.1 -0.9 0.6
O -1.117846 -2.703050 0.469033 0.9 1.0 0.7
H -0.385064 -0.708242 3.569684 0.6 -0.1 -0.9
H -2.522359 0.999494 3.068528 -0.1 -0.3 0.0
H 0.864139 1.173969 -6.047580 0.4 -0.4 -0.8
H 2.363059 2.455928 1.502978 -0.8 -0.6 0.0
C 0.677444 -2.613347 -1.817993 -1.7 2.7 -0.5
H -3.858072 0.123423 2.153629 1.6 0.0 0.5
O 0.677908 1.348124 2.359621 -0.7 1.0 0.1
C -1.865139 0.370979 1.049700 -2.1 0.1 -1.4
H 2.163691 -1.122272 -5.472445 -2.1 0.6 0.3
H 0.850194 0.619269 0.458817 0.7 0.7 -1.2
C 1.866918 2.153668 2.457427 1.3 -2.3 -0.9
C -0.561555 -1.618179 0.276160 -1.6 -2.0 -1.7
C 1.487425 3.365616 3.153769 -0.4 2.0 1.4
H -2.653920 -1.894353 2.391467 -0.1 0.5 0.2
C 0.663192 0.293046 1.449032 0.3 -0.7 -0.4
H 1.458061 -0.355786 1.768644 0.6 -0.9 -0.2
H -1.043417 0.436376 -1.622615 0.2 0.1 0.0
C 0.870141 -1.365556 -3.859561 -0.8 0.9 -0.8
C 0.623184 0.441500 -5.310365 -0.7 -0.7 3.3
H -2.507923 0.024232 0.095158 1.5 0.4 2.2
H 0.745380 3.948068 2.555334 0.2 -0.6 0.7
C -2.738277 0.180750 2.370234 0.4 -0.9 -1.2
N -2.201622 -1.111290 2.870512 -4.3 -1.1 1.3
H -0.723524 1.627211 -4.022390 -0.4 0.4 0.1
C -0.416921 -0.365922 -1.994689 -0.3 -2.5 1.6
C -0.169937 0.739595 -4.201237 2.0 -2.7 -1.7
H -0.476513 -2.275741 2.635760 -0.3 0.5 0.3
C -0.019175 -0.417818 -3.315739 -0.2 2.2 0.4
H 2.682147 1.564345 2.992928 -1.0 0.5 -0.3
```
Positions in Å, forces in eV/Å.

As for the charge: 0. For the strongest force on any atom, the calculation gives 4.6 eV Å⁻¹. The LUMO energy comes out at 0.608 eV. The multiplicity is 1. For the HOMO energy, the calculation gives -0.3071 Eh. For the energy above the lowest of the compared OMol25 structures with the same formula, charge and spin, the calculation gives 117.7 kcal/mol.

Record 3
Here is C24H21N3O3 in the gas phase in a non-equilibrium geometry from the Open Molecules 2025 dataset. Energies are from ωB97M-V/def2-TZVPD.

Structure (XYZ):
```
51
Properties=species:S:1:pos:R:3:forces:R:3
H 2.640980 -2.963449 -1.633150 0.0 0.0 -0.1
H 3.468305 -5.796884 4.120149 -0.1 0.1 0.0
H 2.537420 3.987442 0.940096 0.0 -0.1 0.0
C 0.704391 -2.458150 1.134910 0.4 -0.2 -0.4
H -0.833000 5.070887 -4.324292 0.0 0.0 0.0
C -1.132039 5.232535 -3.282891 -0.1 0.1 -0.2
H 1.678799 2.429512 1.033675 0.0 0.0 0.0
C 0.315576 0.509788 -2.342636 0.0 0.2 -0.4
H -3.527411 1.515913 -0.466825 0.0 0.0 -0.1
H 0.952399 -3.374282 3.041983 0.0 0.0 0.1
C -2.382043 0.153373 0.711831 0.1 -0.2 0.5
C 0.994537 1.350612 -1.462300 0.1 0.2 0.0
H -4.787905 1.075147 3.604598 0.0 0.0 0.1
C -0.437847 -1.598555 1.254081 -0.5 0.4 -0.1
O 3.168605 -4.877832 2.371297 0.1 0.0 -0.3
C 2.270089 -3.039835 -0.622703 0.0 0.0 0.0
C -4.108411 0.807213 2.808794 0.1 -0.2 0.3
C 2.218676 3.115183 0.371472 0.2 -0.1 0.2
H -2.961104 -0.553413 4.001250 0.0 0.0 0.1
C 2.896112 -3.873110 0.280876 0.0 0.0 0.2
H 3.101106 2.607731 -0.033766 0.0 0.0 0.0
C -3.427172 1.076321 0.513520 -0.2 0.1 0.1
C 0.527734 -0.978929 -2.247459 -0.1 0.1 -0.2
H -1.091166 0.418169 -3.947413 -0.1 -0.1 0.0
C -0.553351 1.055922 -3.262801 0.3 -0.3 0.1
H -5.068236 2.104688 1.388306 0.0 0.1 0.0
H 3.758868 -4.449112 -0.014023 0.1 -0.1 0.0
H 1.672109 0.911912 -0.745720 0.1 0.0 0.1
O 1.389280 3.610330 -0.648385 -0.3 0.0 -0.4
H -2.156001 4.871091 -3.139879 0.0 0.0 0.0
N 0.359817 -1.431272 -0.885492 0.1 0.0 -0.3
C -0.610424 -0.987030 -0.043435 -0.9 0.4 0.5
H -0.184398 -1.496525 -2.900898 0.1 0.0 0.0
C -4.268893 1.394406 1.542153 0.0 0.1 -0.3
H -1.439822 2.828010 -4.042562 -0.1 0.1 0.0
C -0.099993 3.270335 -2.431462 0.0 0.1 0.1
H 2.813693 -4.148159 4.281809 0.0 0.0 0.0
C 2.445343 -4.012613 1.602165 -0.1 0.1 0.0
C 2.765383 -5.076898 3.704039 0.0 0.0 0.2
N -1.229455 -1.331412 2.259307 0.5 -0.4 -0.1
N -1.563194 -0.136401 -0.324892 0.4 -0.4 -0.2
O -0.237900 4.624712 -2.385811 0.2 -0.3 0.2
C 1.163168 -2.321861 -0.194126 0.0 -0.3 0.7
H -1.092834 6.297677 -3.059934 0.0 -0.1 -0.1
C 0.790721 2.716622 -1.483668 0.0 0.1 0.0
C -0.753589 2.428936 -3.313007 0.0 0.3 0.0
H 1.542598 -1.238510 -2.563525 -0.1 0.0 0.0
C -2.215431 -0.441829 2.000681 -0.2 0.3 -0.3
C -3.104632 -0.091555 3.036483 -0.2 0.2 0.0
H 1.751569 -5.486358 3.760182 0.0 0.0 0.0
C 1.338970 -3.300496 2.039398 0.2 -0.1 0.0
```
Positions in Å, forces in eV/Å.

As for the charge: 0. For the strongest force on any atom, the calculation gives 1.1 eV Å⁻¹. The LUMO energy comes out at -0.260 eV. The multiplicity is 1. For the HOMO energy, the calculation gives -0.2829 Eh. For the energy above the lowest of the compared OMol25 structures with the same formula, charge and spin, the calculation gives 31.6 kcal/mol.

Record 4
Here is 8 unconnected molecules or ions with the total composition C33H83N5O8 in a non-equilibrium geometry from the Open Molecules 2025 dataset. Energies are from ωB97M-V/def2-TZVPD.

Structure (XYZ):
```
129
Properties=species:S:1:pos:R:3:forces:R:3
H -4.275687 1.082419 0.910744 0.5 1.6 0.5
H 1.033390 -3.536445 1.030108 1.0 -0.1 0.1
C 1.386574 0.492510 4.133562 -0.5 0.3 -0.4
C 1.829870 1.012896 -1.754271 1.8 -1.2 0.4
O -3.978320 1.407519 4.335392 0.8 -0.6 -0.7
H -5.119692 1.366662 -1.666592 0.4 1.2 -0.3
C -3.846503 2.006054 1.446514 -1.7 -0.6 0.9
O -0.828187 1.945655 -1.298421 0.2 0.3 -0.5
C 2.024592 1.499781 3.211664 -0.8 1.7 -0.8
H 1.515872 4.514299 0.523658 0.2 0.0 0.0
C 1.786909 2.967929 3.786652 0.2 -1.5 0.2
H 4.984332 -3.702231 -2.536728 -0.3 -0.2 -1.6
H -2.616420 -2.088749 -4.913415 -0.4 -0.4 -0.1
O -3.468106 1.580822 -2.926958 0.2 0.9 0.1
H -2.159396 -1.177516 1.426853 0.3 1.3 0.2
H 2.588114 3.661222 3.610452 0.4 0.2 -0.3
H 4.041217 -1.404607 0.054961 0.0 -0.3 1.1
H -4.224136 -3.022747 2.602713 0.5 -0.3 0.2
H 1.859377 -3.021015 -5.933790 -0.3 -0.1 0.6
H 1.748576 5.347183 -2.389242 0.4 -0.3 -0.1
H 0.890155 3.354576 3.378937 -1.0 0.5 -1.0
H 2.599074 -2.579577 3.408228 -0.6 0.8 -0.2
C -2.531850 -2.514502 0.111035 -1.6 1.2 -0.3
H -1.879529 4.356109 -2.137994 1.5 1.4 0.7
C 2.208822 4.847837 -1.522663 -1.0 -0.5 0.0
C -0.978399 4.180756 0.424422 -1.1 1.4 0.6
H -2.150951 2.557183 2.567427 0.1 -1.1 -0.1
H -2.216547 1.415213 -5.462473 -0.5 -0.8 0.1
C 0.968140 -2.495412 -5.558880 1.1 2.0 -0.1
H -0.413970 5.055555 -2.892198 0.2 -0.5 0.7
H 3.856931 -1.026356 1.762210 -0.2 0.8 0.8
H 1.091286 2.163700 1.377406 -0.1 0.6 -0.1
C 1.376850 2.408044 -1.999532 0.0 2.1 -1.6
H -1.399573 5.226835 0.607879 0.6 -1.2 -0.4
H -3.510837 -3.001900 -0.085892 0.6 0.2 -0.2
C 1.164538 4.892935 -0.433741 -0.8 2.3 -0.5
H -1.608378 0.170841 -3.332957 -0.2 -0.5 -0.8
C -3.651727 0.261763 -3.318004 -0.5 0.0 -1.7
H -1.262861 0.013676 -5.879974 -0.2 0.0 0.5
H -5.956112 -2.256386 1.140985 -0.1 -0.8 -1.6
H -2.406617 -1.620035 -0.532238 -0.2 -0.6 -0.2
C -0.124429 4.145598 -0.818756 1.8 0.1 0.6
H 2.280969 0.971056 -0.732342 0.0 -0.1 -0.9
H 0.895378 6.014810 -0.345949 0.2 -1.7 0.4
C -2.397880 -0.250760 -4.019795 0.9 0.7 0.6
H -1.750061 -3.200689 -0.101264 0.9 -0.7 0.0
C 1.787517 -0.529898 6.160888 0.8 -0.9 0.0
H -1.482551 1.118078 0.377493 -0.6 -0.3 2.0
H 2.973306 2.971709 -0.783843 0.3 0.7 -0.9
H -1.150516 2.268816 -2.153503 -0.6 -0.4 -0.1
H 4.391610 -2.376096 -1.400867 0.5 -1.1 -0.8
H 2.148747 -0.508328 7.186155 0.0 1.1 0.1
H -0.435658 3.951970 1.336814 0.2 -0.4 0.0
H -4.494386 0.225059 -4.042276 0.0 -0.4 0.5
H 1.545897 3.023658 4.851659 0.5 -0.6 0.0
H 3.036985 5.462569 -1.214671 0.6 0.0 -0.1
H 1.377076 -1.901368 1.151023 0.1 1.0 0.2
O 5.138506 -4.370691 1.036375 0.4 -0.7 1.8
H 0.119284 2.000309 -3.859975 0.8 0.4 0.5
H -0.788366 0.635950 1.827806 -0.2 0.2 -0.3
C 2.975013 -3.368665 2.788397 1.8 -0.9 0.5
H 0.757083 -0.912664 6.220593 0.1 0.4 -0.4
H 4.007269 -6.067604 -2.184500 0.1 -0.3 -0.5
H -4.192013 3.029532 -1.788149 -0.6 -0.5 0.4
H -2.676889 -2.093577 -3.258917 -1.2 -1.4 1.9
H -3.422332 -0.281992 3.167341 -0.2 0.7 0.0
O 0.222371 -3.240783 -4.650376 0.7 -1.1 -0.7
O -5.131630 -2.955024 2.913065 0.7 -0.3 -0.1
C -5.662338 -1.960154 2.104978 -0.8 2.8 1.4
H -5.288211 2.529011 -3.031136 -1.1 0.3 -1.1
H -2.958989 -0.133485 -6.151591 0.0 0.5 0.6
H 5.164838 -6.005473 -0.765213 -0.2 -0.1 -0.6
H 2.098303 0.911520 1.169500 0.8 -0.5 -0.4
H 2.613678 0.690126 -2.535483 -1.2 0.4 1.3
C -0.866733 4.894772 -1.892036 -1.7 0.0 -1.6
H 0.297980 0.669125 4.200077 0.1 -0.2 -0.1
N 3.777217 -4.287960 0.680545 -0.8 0.7 -1.3
H 1.019530 0.296964 -1.722579 -0.3 -0.1 -0.3
H -4.855152 1.294771 6.169966 -0.1 -0.3 0.1
H -2.080031 0.444856 3.982343 -0.4 0.4 0.5
H 2.121718 -4.300971 -2.381371 0.6 0.4 1.0
H -4.502988 -0.305062 5.335395 -0.7 -0.8 0.1
O 1.956539 0.689155 5.414861 -0.2 -1.9 0.8
H 3.508477 -6.505232 -0.484531 0.3 0.4 -0.9
H -1.829529 3.532061 0.325193 -0.3 -0.3 0.1
H 5.186454 -2.056172 1.235387 0.2 -0.1 0.2
N 1.495585 1.359634 1.807754 -0.5 -0.2 2.2
N -1.695268 0.763606 1.365737 0.8 -0.1 -1.0
H -4.559798 2.272122 2.302091 0.6 -0.4 -1.3
C 2.571310 3.390492 -1.749079 0.0 -0.9 1.0
H 1.557544 -0.517841 3.707013 0.0 0.3 0.5
H 3.930830 -3.582908 3.337392 -0.5 -0.2 -0.6
C 1.753130 -2.791504 -0.828968 -1.4 0.4 0.8
C 3.766154 -4.411343 -0.834475 -1.0 1.2 -0.4
C -2.232158 0.302428 -5.432235 0.7 0.2 -0.6
H 0.478701 -2.130502 -6.476925 -0.6 -0.5 0.2
H 3.277636 3.291888 -2.576253 0.2 -0.3 0.3
C 1.808952 -2.792814 0.741263 -0.4 -0.2 -1.8
C -2.573516 1.579441 2.183651 -1.5 0.6 1.2
H -3.818647 -0.317183 -2.435589 -0.5 -0.8 0.6
H -3.148941 0.623475 6.002527 -1.1 -0.1 0.3
H -0.951182 5.927052 -1.482708 -0.8 -0.7 -0.4
C -3.043478 0.712688 3.496635 0.9 0.3 -1.4
H 1.719017 -4.884814 -0.787407 -0.3 -0.1 0.1
H 1.294201 -1.526085 -5.068391 0.1 -0.9 -0.4
C 3.227321 -3.029437 1.299331 -0.9 -0.5 0.1
H 5.042088 -4.740777 1.943239 0.6 0.2 -0.9
H -5.013004 -1.027179 2.004452 -0.6 -1.2 0.2
H -6.599793 -1.627712 2.593448 0.4 0.0 -0.2
H 0.931934 3.605008 -3.813423 0.0 -0.3 0.1
C -4.625092 2.158077 -2.304949 1.7 -1.0 1.0
H 5.688507 -3.579024 -1.014896 -0.1 0.5 -0.1
H 2.433517 -1.353514 5.767361 -0.5 0.5 -0.4
C 4.140597 -5.852242 -1.142324 -0.2 -0.1 2.0
C 4.739568 -3.430860 -1.552510 0.0 0.3 2.9
C 2.299041 -4.105842 -1.280757 0.5 -1.5 -0.9
H -0.397057 -2.645133 -4.255099 -1.1 0.6 0.5
H 1.875387 2.135008 -4.031426 0.4 -0.2 -0.6
C 1.038387 2.552517 -3.511652 -1.4 0.1 0.2
C -4.185384 0.687177 5.567735 2.3 1.2 -0.8
O -2.568251 -2.038066 1.432236 -0.2 -1.4 0.5
H 3.069469 1.244963 3.185125 0.7 0.2 0.1
H 2.316821 -4.245036 2.895221 0.3 0.3 -0.2
H 0.677705 -2.748886 -1.122268 0.5 -0.1 0.2
H 2.142172 -1.910810 -1.342934 0.6 0.0 0.3
C 4.147054 -1.802543 1.100594 -0.7 -0.5 -1.6
N -2.282165 -1.711877 -4.046761 1.5 2.0 -1.6
H -3.821186 2.939370 0.831594 0.4 -1.1 0.1
N 0.310456 2.757685 -1.065986 -0.4 -0.3 0.9
```
Positions in Å, forces in eV/Å.

As for the charge: 0. For the strongest force on any atom, the calculation gives 3.2 eV Å⁻¹. The LUMO energy comes out at 0.500 eV. The multiplicity is 1. For the HOMO energy, the calculation gives -0.3121 Eh. For the energy above the lowest of the compared OMol25 structures with the same formula, charge and spin, the calculation gives 46.8 kcal/mol.

Record 5
Here is 2 unconnected molecules or ions with the total composition C2O3S2 in a non-equilibrium geometry from the Open Molecules 2025 dataset. Energies are from ωB97M-V/def2-TZVPD.

Structure (XYZ):
```
7
Properties=species:S:1:pos:R:3:forces:R:3
C 0.006655 -1.778249 -0.909779 0.2 1.3 -0.4
S 0.465716 1.782818 0.690279 1.9 0.7 0.0
C -0.571408 0.682963 1.649202 -1.1 0.4 0.7
O -1.225940 1.660612 1.143117 -0.5 -1.1 -0.1
O -0.907093 -1.325548 -0.374444 -0.4 -0.7 0.4
O 0.939121 1.045514 -0.465548 -0.3 0.1 -0.6
S 1.292950 -2.068111 -1.732829 0.2 -0.7 0.0
```
Positions in Å, forces in eV/Å.

As for the charge: 0. For the strongest force on any atom, the calculation gives 2.0 eV Å⁻¹. The LUMO energy comes out at -0.518 eV. The multiplicity is 1. For the HOMO energy, the calculation gives -0.3613 Eh. For the energy above the lowest of the compared OMol25 structures with the same formula, charge and spin, the calculation gives 1.1 kcal/mol.

Summary of total energy in eV
-6826.292 -26689.908 -35841.364 -59390.899 -29883.063
(order as listed above)
Summary of orbital gap in eV
9.70 8.97 7.44 8.99 9.31
(order as listed above)